Record 1
Here is a structure of composition H8MnO8P from the Open Molecules 2025 dataset. Energies are from ωB97M-V with the def2-TZVPD basis set.

Geometry (Å):
Mn1 -0.05 0.00 0.07
P1 0.24 -1.53 -1.97
O1 1.50 -2.35 -2.35
O2 -0.89 -1.78 -2.96
O3 0.52 0.05 -1.80
O4 -0.27 -1.85 -0.52
O5 0.54 2.00 0.49
H1 0.13 2.70 1.01
H2 1.25 2.43 -0.01
O6 1.95 -0.43 0.98
H3 2.70 -0.90 0.57
H4 2.31 0.04 1.73
O7 -1.99 0.60 -0.69
H5 -2.74 0.88 -0.16
H6 -2.30 0.61 -1.61
O8 -0.92 -0.15 2.02
H7 -1.57 -0.66 2.53
H8 -0.41 0.35 2.67

Properties
* energy above the lowest of the compared OMol25 structures with the same formula, charge and spin: 75.23 kJ/mol
* spin multiplicity: 6
* LUMO energy (alpha / beta): 1.51 / 1.41 eV
* charge: -1

For each atom in turn, the Mulliken charge in e is: number 1, Mn, carries 0.681; number 2, P, carries 0.977; number 3, O, carries -0.877; number 4, O, carries -0.856; number 5, O, carries -0.697; number 6, O, carries -0.682; number 7, O, carries -0.400; number 8, H, carries 0.250; number 9, H, carries 0.266; number 10, O, carries -0.447; number 11, H, carries 0.293; number 12, H, carries 0.252; number 13, O, carries -0.419; number 14, H, carries 0.236; number 15, H, carries 0.306; number 16, O, carries -0.404; number 17, H, carries 0.245; number 18, H, carries 0.273


Record 2
Here is the ion C2H3N2O2 with charge +1 from the Open Molecules 2025 dataset. Energies are from ωB97M-V with the def2-TZVPD basis set.

Geometry (Å):
C1 -0.47 0.49 1.09
C2 -1.69 2.45 0.02
N1 -0.82 1.59 -0.10
N2 0.13 -0.60 0.57
O1 -2.46 3.27 0.18
O2 -0.60 0.91 2.18
H1 -0.30 1.64 -1.00
H2 0.23 -0.57 -0.41
H3 0.90 -1.19 1.11

Properties
* energy above the lowest of the compared OMol25 structures with the same formula, charge and spin: 83.47 kJ/mol
* SMILES: NC(=O)[NH+]=C=O
* LUMO energy: -5.52 eV
* charge: +1

For each atom in turn, the Mulliken charge in e is: number 1, C, carries 0.517; number 2, C, carries 0.620; number 3, N, carries -0.234; number 4, N, carries -0.365; number 5, O, carries -0.127; number 6, O, carries -0.330; number 7, H, carries 0.336; number 8, H, carries 0.237; number 9, H, carries 0.346